1.
191
Properties=species:S:1:pos:R:3 method="wB97M-V/def2-TZVPD" gap_ev=4.2620 total_charge=+7 total_energy_ha=-8331.67764 homo_energy_ev=-19.19
C 2.6078 6.1227 1.7859
C 2.3296 5.0178 2.7384
N 1.4202 3.8303 2.2175
C 0.0908 4.4188 1.7466
C 2.0824 3.0557 1.0122
C 3.3381 2.2810 1.4467
C 1.1498 2.8724 3.4713
C 0.2022 1.6920 3.2346
O -1.1592 2.1352 3.1842
C -2.0770 1.2410 2.5419
H 1.8470 6.8856 1.6210
H 2.8732 5.6629 0.8339
H 3.5724 6.5535 2.0546
H 1.9329 5.2935 3.7155
H 3.3179 4.6181 2.9654
H -0.7357 3.7818 1.4315
H 0.3472 5.0279 0.8798
H -0.2458 4.9987 2.6060
H 2.3496 3.7676 0.2313
H 1.2580 2.4224 0.6846
H 3.0956 1.5749 2.2409
H 4.2313 2.8901 1.5856
H 3.7371 1.6621 0.6430
H 0.7527 3.5062 4.2642
H 2.1093 2.5226 3.8521
H 0.1953 1.1207 4.1629
H 0.5757 1.0095 2.4712
H -2.1718 0.3355 3.1413
H -1.7608 0.9827 1.5313
H -3.0750 1.6645 2.4295
C 6.5318 6.0814 -5.1454
C 5.5531 5.4624 -4.0742
N 5.5625 3.9400 -3.8966
C 5.4099 3.2910 -5.2885
C 6.8820 3.3855 -3.2980
C 6.9872 3.9245 -1.8649
C 4.2895 3.5244 -3.0313
C 2.9447 3.6950 -3.6580
O 2.0080 4.3853 -2.8557
C 0.6716 4.4139 -3.4959
H 7.5716 5.8449 -4.9192
H 6.3665 7.1525 -5.2615
H 6.3639 5.7025 -6.1535
H 4.5156 5.7325 -4.2709
H 5.7130 5.9021 -3.0897
H 6.3611 3.2477 -5.8190
H 4.6747 3.7965 -5.9148
H 5.1065 2.3033 -4.9415
H 7.6507 3.6120 -4.0369
H 6.7892 2.3064 -3.4203
H 7.9777 3.5621 -1.5898
H 6.1857 3.6366 -1.1846
H 7.0979 5.0058 -1.7835
H 4.4170 4.0707 -2.0968
H 4.4263 2.4662 -2.8085
H 2.4677 2.7474 -3.9085
H 3.1375 4.2952 -4.5472
H -0.1443 4.5160 -2.7803
H 0.2713 3.5093 -3.9538
H 0.6826 5.1569 -4.2933
C 0.9736 -4.8403 -0.2980
C 0.8462 -5.6016 -1.6166
N 0.1631 -4.9046 -2.7722
C 0.8886 -3.5629 -3.0657
C 0.1548 -5.7770 -4.0921
C -0.4265 -7.2037 -3.9585
C -1.3544 -4.5098 -2.3609
C -2.2800 -3.9176 -3.4907
O -1.7129 -2.8045 -4.1903
C -2.5734 -2.0508 -5.1277
H 1.3620 -5.4900 0.4862
H 0.0669 -4.4764 0.1854
H 1.6801 -4.0293 -0.4748
H 0.2190 -6.4507 -1.3447
H 1.7871 -5.9411 -2.0495
H 0.9027 -2.8731 -2.2219
H 0.4880 -3.1521 -3.9924
H 1.9307 -3.8259 -3.2477
H 1.2136 -5.7139 -4.3430
H -0.2407 -5.1297 -4.8748
H -0.1339 -7.8033 -4.8205
H -1.4961 -7.0076 -3.8838
H -0.1607 -7.7316 -3.0427
H -1.2838 -3.7238 -1.6089
H -1.8574 -5.3924 -1.9659
H -3.2300 -3.6419 -3.0329
H -2.5977 -4.6314 -4.2507
H -2.1590 -1.2230 -5.7032
H -3.4007 -1.5338 -4.6415
H -2.8976 -2.8119 -5.8374
C -8.8184 6.3570 -2.1813
C -8.4879 5.7869 -0.8320
N -6.9850 5.3925 -0.6030
C -6.1204 6.6625 -0.5749
C -6.8245 4.6138 0.7158
C -7.4204 3.2447 0.8092
C -6.4539 4.5195 -1.8024
C -5.1960 3.7130 -1.5520
O -4.0970 4.4164 -1.0929
C -2.9015 3.6889 -1.0174
H -9.8905 6.5164 -2.2963
H -8.4029 5.8952 -3.0770
H -8.2554 7.2861 -2.2708
H -9.0976 4.9423 -0.5111
H -8.6761 6.5618 -0.0889
H -6.6243 7.3850 0.0670
H -6.0435 6.9627 -1.6199
H -5.1594 6.5230 -0.0800
H -7.3565 5.2871 1.3879
H -5.7721 4.5929 0.9988
H -7.4314 2.9478 1.8579
H -6.9343 2.4115 0.3017
H -8.4721 3.1019 0.5607
H -6.3242 5.2097 -2.6360
H -7.2897 3.8565 -2.0261
H -4.9163 3.1742 -2.4573
H -5.2889 3.0258 -0.7110
H -2.1146 4.4298 -0.8763
H -2.6682 3.1316 -1.9246
H -3.0556 2.9808 -0.2031
C 4.4525 -4.0069 -0.3083
C 5.8156 -3.7569 -0.9191
O 6.8749 -3.7524 -0.2323
N 5.8590 -3.4466 -2.3826
H 5.0730 -3.8535 -2.8691
H 5.7787 -2.4457 -2.4911
C 7.1645 -3.9113 -3.0883
H 3.8567 -4.6988 -0.9037
H 3.8963 -3.0696 -0.2977
H 4.4126 -4.3917 0.7107
H 7.9895 -3.4996 -2.5069
H 7.2230 -3.3788 -4.0376
H 7.2909 -4.9932 -3.1267
C 2.2233 0.1908 -1.9466
N 0.7323 -0.1370 -1.6523
C -0.2307 0.3831 -2.4458
C -1.5758 0.0451 -2.2101
C -1.9198 -0.6767 -1.1030
C -0.8892 -1.1484 -0.2485
C 0.4546 -0.8460 -0.5348
C -3.3347 -1.0612 -0.7662
C -3.5630 -2.3233 -0.2857
C -4.8266 -2.7551 0.0638
N -5.8880 -1.9993 -0.2524
C -5.7091 -0.7421 -0.6329
C -4.4206 -0.2202 -0.8643
C -7.2935 -2.3909 0.1229
H 2.4174 0.4466 -2.9883
H 2.7616 -0.7488 -1.8223
H 2.6325 0.9113 -1.2384
H 0.1309 0.9027 -3.3208
H -2.2051 0.3401 -3.0366
H -1.0389 -1.8795 0.5322
H 1.2707 -1.2336 0.0570
H -2.7592 -3.0323 -0.1534
H -5.0384 -3.7301 0.4772
H -6.5758 -0.1003 -0.6910
H -4.4007 0.7531 -1.3321
H -7.5899 -1.7829 0.9777
H -7.2465 -3.4789 0.1696
H -7.8354 -2.1706 -0.7968
C 2.5479 -8.1033 11.1378
N 2.1460 -7.1921 10.0362
C 1.0195 -6.5032 10.1807
C 0.5893 -5.7861 9.1216
C 1.1442 -5.7774 7.8599
C 2.2129 -6.7229 7.7305
C 2.7822 -7.3656 8.8168
C 0.7173 -4.8464 6.7628
C 0.4224 -3.5269 7.0307
C -0.0687 -2.6722 6.0146
N -0.2142 -3.1196 4.7888
C -0.0549 -4.4296 4.4878
C 0.4150 -5.3752 5.4245
C -0.8061 -2.2014 3.7975
H 1.8477 -8.0025 11.9670
H 3.5141 -7.8160 11.5526
H 2.5527 -9.1177 10.7391
H 0.5238 -6.4627 11.1394
H -0.2999 -5.1768 9.1884
H 2.7041 -6.7789 6.7703
H 3.5273 -8.1473 8.8044
H 0.5548 -3.1207 8.0226
H -0.0595 -1.5928 6.0488
H -0.1476 -4.6358 3.4318
H 0.5844 -6.4127 5.1769
H -1.8921 -2.1370 3.8649
H -0.6216 -2.6619 2.8269
H -0.2074 -1.2953 3.8911
Br -2.5115 -5.4526 1.5212
Br 2.6517 -2.3576 2.2691

=====

2.
27
Properties=species:S:1:pos:R:3 method="wB97M-V/def2-TZVPD" gap_ev="7.7992 / 7.8092" smiles="Cn1c(=O)c2c(n(C)c1=O)=NC(C)(C)N=2" total_energy_ha=-719.62855 homo_energy_ev="-8.83 / -8.84"
C -0.3858 -0.7685 0.1664
C 0.2287 0.4489 -0.1945
C -1.5523 -0.6934 1.0593
C -1.2061 1.7911 1.0540
C 1.2911 -1.3976 -1.1359
C 2.5586 -2.0242 -0.5067
C 1.1087 -1.9630 -2.5577
C 0.6579 2.8312 -0.1709
C -3.0094 0.8268 2.2853
N 0.1757 -1.8190 -0.3394
N 1.4532 0.0069 -1.1777
N -0.1136 1.6655 0.2017
N -1.8675 0.6241 1.4045
O -2.2000 -1.6219 1.4697
O -1.5628 2.8730 1.4548
H 2.4027 -3.0899 -0.3846
H 2.7373 -1.5683 0.4647
H 3.4076 -1.8270 -1.1539
H 0.1953 -1.5609 -2.9858
H 1.0371 -3.0448 -2.5097
H 1.9546 -1.6641 -3.1679
H 1.1837 2.6022 -1.0946
H -0.0127 3.6789 -0.2948
H 1.3840 3.0647 0.6105
H -3.6713 1.5746 1.8528
H -3.5231 -0.1255 2.3915
H -2.6715 1.1800 3.2588

=====

3.
7
Properties=species:S:1:pos:R:3 method="wB97M-V/def2-TZVPD" gap_ev="9.4446 / 8.0123" total_energy_ha=-352.20851 homo_energy_ev="-9.23 / -8.34"
C -1.3910 0.1023 0.0710
C 1.2955 -0.1192 -0.3557
O -0.0472 0.0824 -0.0371
F 1.9850 0.9098 0.1103
F 1.7799 -1.2227 0.1302
H -1.8238 1.0705 0.0097
H -1.7984 -0.8231 0.0715